1.
A molecular structure, C46H36IrN4O10P2, computed with wB97M-V/def2-TZVPD.

Each line ends with the Löwdin charge.
Element x y z (Å)
Ir -0.95 0.43 -0.03  0.997
O -2.10 -0.80 1.52  -0.111
C -2.91 -0.22 2.26  -0.152
C -2.95 1.17 2.62  -0.118
C -3.99 1.53 3.49  0.063
C -4.08 2.82 3.95  -0.135
C -3.14 3.79 3.58  0.036
C -2.12 3.45 2.73  0.013
C -2.01 2.15 2.20  -0.340
O -1.02 1.92 1.38  -0.253
N -5.17 3.18 4.86  -0.355
O -5.24 4.35 5.21  0.084
O -5.92 2.30 5.21  0.076
H -3.68 -0.85 2.74  0.142
H -4.72 0.81 3.82  0.132
H -3.25 4.79 3.96  0.129
H -1.39 4.18 2.42  0.126
C -0.16 -2.70 -0.27  -0.240
N 1.26 -2.75 0.05  -0.072
C 1.99 -1.51 0.30  -0.251
P 1.04 -0.06 0.94  0.927
C 2.29 1.23 0.82  -0.344
C 3.59 1.04 1.31  -0.081
C 4.52 2.05 1.21  -0.064
C 4.17 3.27 0.64  -0.055
C 2.88 3.48 0.18  -0.047
C 1.94 2.46 0.27  -0.078
C 0.88 -0.43 2.71  -0.336
C 0.75 -1.74 3.17  -0.090
C 0.53 -1.98 4.52  -0.066
C 0.42 -0.92 5.41  -0.060
C 0.55 0.39 4.95  -0.049
C 0.78 0.64 3.60  -0.073
C 1.96 -3.93 -0.01  -0.206
C 3.36 -3.92 -0.18  0.019
C 4.05 -5.11 -0.26  -0.031
C 3.39 -6.33 -0.16  -0.017
C 2.01 -6.35 0.03  -0.033
C 1.29 -5.17 0.10  0.023
P -0.63 -1.31 -1.47  0.935
C 0.77 -1.37 -2.64  -0.240
C 1.30 -0.17 -3.40  -0.279
C 2.77 -0.23 -3.65  0.025
C 3.37 -1.43 -3.80  -0.071
C 2.65 -2.63 -3.54  -0.039
C 1.40 -2.56 -2.89  -0.117
C -2.03 -2.04 -2.35  -0.331
C -3.19 -1.27 -2.49  -0.068
C -4.27 -1.76 -3.21  -0.050
C -4.21 -3.02 -3.78  -0.059
C -3.07 -3.80 -3.64  -0.067
C -1.98 -3.31 -2.93  -0.092
H -0.76 -2.47 0.61  0.090
H -0.47 -3.65 -0.68  0.076
H 2.46 -1.16 -0.63  0.113
H 2.78 -1.73 1.02  0.101
H 3.86 0.11 1.80  0.108
H 5.52 1.90 1.59  0.111
H 4.90 4.07 0.57  0.114
H 2.60 4.43 -0.24  0.111
H 0.93 2.62 -0.08  0.077
H 0.83 -2.58 2.50  0.092
H 0.43 -3.00 4.88  0.110
H 0.24 -1.11 6.46  0.112
H 0.47 1.22 5.64  0.116
H 0.87 1.65 3.25  0.113
H 3.89 -2.99 -0.31  0.121
H 5.13 -5.09 -0.41  0.124
H 3.94 -7.25 -0.21  0.125
H 1.49 -7.29 0.13  0.124
H 0.23 -5.21 0.30  0.123
H 0.82 -0.17 -4.40  0.188
H 3.28 0.70 -3.83  0.125
H 4.41 -1.50 -4.10  0.115
H 3.10 -3.59 -3.73  0.110
H 0.99 -3.49 -2.51  0.093
H -3.25 -0.30 -2.02  0.072
H -5.16 -1.16 -3.32  0.117
H -5.06 -3.41 -4.34  0.113
H -3.02 -4.79 -4.08  0.110
H -1.10 -3.93 -2.85  0.090
O 1.48 2.40 -4.42  0.169
C 0.83 2.19 -3.44  -0.406
O 0.87 1.02 -2.74  -0.046
C -0.09 3.11 -2.71  -0.115
C 0.18 4.45 -2.48  0.065
C -0.71 5.13 -1.64  -0.109
C -1.80 4.55 -1.03  0.104
C -2.03 3.19 -1.28  -0.165
C -1.21 2.51 -2.17  0.011
N -3.00 2.46 -0.60  -0.321
O -3.87 2.98 0.12  0.046
O -2.86 1.12 -0.64  -0.293
N -0.42 6.55 -1.33  -0.347
O 0.61 7.01 -1.79  0.084
O -1.23 7.15 -0.67  0.097
H 1.04 4.95 -2.89  0.136
H -2.43 5.11 -0.36  0.134
H -1.45 1.49 -2.43  0.099

Output
* charge: +1
* E_tot: -3532.44168 Eh
* HOMO level (alpha / beta): -9.1 / -10.5 eV
* HOMO-LUMO gap (alpha / beta): 6.226 / 3.831 eV
* multiplicity: 5
* <S²>: 6.091
* relative energy (zero: lowest compared OMol25 entry of this formula, charge and spin): 2.09 kcal per mole



2.
A single C23H33N3O7 molecule, computed with wB97M-V/def2-TZVPD.

Each line ends with the Löwdin charge.
Element x y z (Å)
C 3.59 5.05 2.18  -0.061
C 4.48 3.86 2.50  -0.214
H 5.33 3.79 1.82  0.127
H 4.87 3.92 3.53  0.130
O 3.69 2.67 2.38  0.004
C 4.33 1.51 2.46  -0.451
O 5.51 1.40 2.64  0.123
C 3.39 0.33 2.27  -0.184
N 2.04 0.75 1.99  0.119
C 0.98 0.15 2.55  -0.466
O 1.04 -0.70 3.41  0.074
C -0.36 0.67 1.99  -0.051
N -0.53 0.40 0.58  0.108
C -0.01 1.18 -0.37  -0.436
O 0.71 2.15 -0.15  0.048
C -0.37 0.75 -1.80  -0.168
N -1.81 0.63 -1.99  0.018
C -2.49 -0.48 -1.66  -0.511
O -1.99 -1.38 -1.00  0.055
O -3.75 -0.44 -2.12  0.044
C -4.67 -1.53 -1.84  -0.565
C -5.96 -1.09 -2.52  -0.021
H -6.31 -0.15 -2.10  0.087
H -5.80 -0.95 -3.59  0.087
H -6.73 -1.85 -2.38  0.089
C -4.87 -1.68 -0.34  -0.016
H -5.17 -0.72 0.09  0.092
H -5.65 -2.41 -0.14  0.091
H -3.96 -2.01 0.14  0.080
C -4.15 -2.83 -2.45  -0.016
H -3.97 -2.70 -3.52  0.092
H -4.89 -3.62 -2.32  0.091
H -3.23 -3.13 -1.97  0.080
C -2.35 1.70 -2.80  -0.123
C -1.20 2.70 -2.90  -0.141
H -1.24 3.29 -3.81  0.113
H -1.21 3.37 -2.04  0.117
C 0.04 1.80 -2.83  -0.115
H 0.92 2.34 -2.49  0.114
H 0.24 1.34 -3.79  0.121
H -3.25 2.13 -2.33  0.128
H -2.64 1.32 -3.79  0.130
H 0.09 -0.23 -1.98  0.155
H -0.99 -0.46 0.30  0.111
H -1.17 0.20 2.54  0.131
H -0.39 1.76 2.14  0.133
H 1.89 1.46 1.28  0.116
H 3.35 -0.24 3.20  0.166
C 3.94 -0.58 1.15  -0.073
C 3.03 -1.77 1.01  -0.240
C 3.15 -2.87 1.85  -0.031
C 2.24 -3.90 1.80  -0.016
C 1.18 -3.86 0.91  -0.315
C 1.04 -2.77 0.06  -0.002
C 1.97 -1.74 0.11  -0.042
H 1.87 -0.89 -0.55  0.103
H 0.20 -2.73 -0.62  0.103
O 0.25 -4.85 0.84  0.053
H 0.44 -5.51 1.52  0.104
H 2.35 -4.75 2.47  0.113
H 3.97 -2.90 2.56  0.121
H 4.95 -0.88 1.42  0.124
H 3.97 -0.02 0.22  0.130
H 4.17 5.97 2.23  0.077
H 3.18 4.94 1.18  0.078
H 2.77 5.10 2.89  0.077

Output
* E_tot: -1587.29765 Eh
* HOMO level: -8.2 eV
* HOMO-LUMO gap: 8.768 eV
* SMILES: CCOC(=O)[C@H](Cc1ccc(O)cc1)NC(=O)CNC(=O)[C@@H]1CCCN1C(=O)OC(C)(C)C
* relative energy (zero: lowest compared OMol25 entry of this formula, charge and spin): 2.15 kcal per mole



3.
A single C3H8ClNO molecule, computed with wB97M-V/def2-TZVPD.

Each line ends with the Löwdin charge.
Element x y z (Å)
C 0.49 0.40 -0.84  -0.317
C -0.42 -0.25 0.25  -0.492
C -0.21 0.59 1.65  -0.671
H -0.69 -1.05 -1.88  0.157
H 0.66 -0.37 -2.86  0.083
H 1.56 -0.10 -0.66  0.146
H 0.43 1.48 -0.69  0.055
H -1.37 0.17 -0.16  0.139
H 0.51 -1.74 1.02  0.187
H -1.11 0.19 2.25  0.109
H 0.65 0.14 2.14  0.060
N -0.03 -0.09 -2.10  -0.072
O -0.31 -1.63 0.33  -0.064
Cl -0.16 2.25 1.56  0.681

Output
* E_tot: -709.21099 Eh
* HOMO level: -9.0 eV
* HOMO-LUMO gap: 9.694 eV
* SMILES: NC[C@@H](O)CCl
* relative energy (zero: lowest compared OMol25 entry of this formula, charge and spin): 63.29 kcal per mole



4.
A molecular structure, C35H59MoN11O4SSe, computed with wB97M-V/def2-TZVPD.

Each line ends with the Löwdin charge.
Element x y z (Å)
Mo -0.19 -0.27 -0.15  1.210
N -1.91 -1.84 4.90  0.216
C -1.38 -0.69 4.10  -0.012
C -1.20 -1.16 2.66  -0.608
O -1.46 -2.32 2.38  0.031
O -0.75 -0.24 1.88  -0.209
H -2.86 -1.69 5.25  0.184
H -1.33 -2.07 5.71  0.185
H -1.92 -2.65 4.25  0.156
H -0.43 -0.37 4.52  0.150
H -2.07 0.15 4.16  0.148
N 5.83 1.13 1.02  0.205
C 4.57 0.81 0.75  -0.270
C 3.53 1.07 1.68  0.027
C 2.25 0.74 1.36  -0.136
N 1.89 0.16 0.18  -0.227
C 2.89 -0.10 -0.70  -0.179
C 4.20 0.20 -0.47  0.029
H 6.09 1.57 1.88  0.139
H 6.57 0.95 0.35  0.140
H 3.74 1.54 2.63  0.132
H 1.44 0.95 2.05  0.102
H 2.60 -0.56 -1.64  0.080
H 4.94 -0.02 -1.22  0.135
O -5.81 -5.89 -0.75  -0.010
C -6.43 -4.94 0.07  -0.206
N -6.00 -3.58 -0.26  0.131
C -4.76 -3.18 0.04  -0.404
O -3.95 -3.88 0.64  0.041
C -4.32 -1.79 -0.37  -0.059
C -5.13 -0.74 -0.78  0.052
C -4.53 0.49 -1.07  0.008
C -3.17 0.62 -0.93  -0.114
N -2.38 -0.39 -0.51  -0.073
C -2.97 -1.56 -0.25  -0.072
H -6.38 -6.11 -1.50  0.110
H -6.13 -5.14 1.09  0.136
H -7.52 -4.97 0.00  0.146
H -6.62 -2.98 -0.78  0.144
H -6.20 -0.84 -0.87  0.136
H -5.13 1.33 -1.38  0.131
H -2.68 1.56 -1.16  0.090
H -2.33 -2.33 0.14  0.064
C -4.46 3.12 -5.14  -0.094
C -3.23 2.80 -5.98  -0.248
C -1.90 3.08 -5.28  -0.173
C -1.76 2.42 -3.90  -0.199
N -1.98 0.97 -4.00  0.054
C -1.29 -0.02 -3.47  -0.654
S 0.10 0.36 -2.46  0.720
N -1.63 -1.27 -3.75  0.052
C -0.82 -2.49 -3.55  -0.196
C -0.32 -3.06 -4.87  -0.180
C -1.36 -3.81 -5.70  -0.237
C -2.50 -2.95 -6.26  -0.100
H -5.37 3.00 -5.73  0.087
H -4.43 4.15 -4.78  0.090
H -4.56 2.46 -4.27  0.050
H -3.25 3.39 -6.89  0.125
H -3.27 1.76 -6.34  0.101
H -1.79 4.15 -5.12  0.131
H -1.06 2.76 -5.90  0.126
H -2.51 2.83 -3.21  0.107
H -0.77 2.60 -3.49  0.081
H -2.70 0.71 -4.67  0.146
H -2.38 -1.39 -4.43  0.118
H -1.45 -3.22 -3.03  0.125
H 0.01 -2.22 -2.90  0.038
H 0.50 -3.74 -4.63  0.121
H 0.12 -2.25 -5.46  0.127
H -1.79 -4.62 -5.10  0.114
H -0.85 -4.29 -6.53  0.121
H -3.26 -2.70 -5.51  0.064
H -3.03 -3.48 -7.05  0.090
H -2.12 -2.02 -6.70  0.082
C 0.61 4.53 1.24  -0.029
C -0.82 4.01 1.34  -0.620
C -1.43 4.40 2.68  -0.028
C -1.68 4.56 0.20  -0.034
N -0.79 2.52 1.35  -0.038
N -0.35 1.97 0.10  -0.102
H 0.62 5.61 1.36  0.107
H 1.06 4.34 0.26  0.081
H 1.23 4.10 2.02  0.090
H -1.43 5.48 2.80  0.105
H -0.85 3.97 3.50  0.091
H -2.47 4.06 2.76  0.090
H -1.82 5.63 0.31  0.107
H -2.68 4.10 0.20  0.087
H -1.23 4.41 -0.79  0.074
H -1.74 2.17 1.50  0.104
H 0.62 2.28 0.01  0.083
H -0.83 2.40 -0.69  0.050
C 2.24 -5.42 -0.06  0.012
N 0.78 -5.36 0.04  -0.055
C -0.02 -4.28 0.14  -0.562
Se 0.73 -2.55 0.01  0.939
N -1.29 -4.69 0.22  0.161
C -1.33 -6.07 0.18  -0.140
C -2.40 -6.97 0.23  0.030
C -2.06 -8.30 0.16  -0.016
C -0.72 -8.74 0.04  -0.017
C 0.33 -7.85 -0.01  0.027
C -0.01 -6.50 0.06  -0.139
H 2.66 -4.43 0.10  0.049
H 2.52 -5.79 -1.04  0.119
H 2.60 -6.09 0.71  0.117
H -2.12 -4.14 0.44  0.098
H -3.42 -6.64 0.31  0.108
H -2.84 -9.05 0.19  0.128
H -0.52 -9.80 -0.02  0.129
H 1.35 -8.19 -0.11  0.128

Output
* charge: +4
* E_tot: -5139.05537 Eh
* HOMO level (alpha / beta): -17.5 / -17.6 eV
* HOMO-LUMO gap (alpha / beta): 5.059 / 6.797 eV
* multiplicity: 3
* <S²>: 2.277
* relative energy (zero: lowest compared OMol25 entry of this formula, charge and spin): 15.29 kcal per mole